Density functional theory data (ωB97M-V/def2-TZVPD) for a molecular structure, C32H35N5O8PS3SbW at a distorted geometry.

For the electronic energy, the calculation gives -107738.101 eV. The value obtained for the molar mass is 1050.4 g/mol. The value obtained for the orbital gap (spin up / spin down) is 5.70 / 5.63 eV. The highest occupied orbital energy (spin up / spin down) comes out at -10.51 / -10.57 eV. Its relative energy (zero: lowest compared OMol25 entry of this formula, charge and spin) is 0.000 eV.

Structure (ORCA input):
```
! wB97M-V def2-TZVPD RIJCOSX def2/J DEFGRID3
* xyz 1 2
W 0.195 -0.955 -0.112
C 3.940 -2.735 -4.040
C 2.954 -3.668 -3.754
C 2.158 -3.521 -2.627
C 2.367 -2.452 -1.765
C 3.347 -1.513 -2.054
C 4.127 -1.650 -3.193
N 1.628 -2.353 -0.540
C 1.620 -3.507 0.238
C 2.556 -4.548 0.156
C 2.459 -5.610 1.029
C 1.444 -5.669 1.996
C 0.532 -4.647 2.094
C 0.631 -3.586 1.196
N -0.163 -2.449 1.244
N -0.940 -2.319 2.260
C -1.118 -0.994 2.565
C -1.870 -0.609 3.668
C -1.843 0.715 4.048
C -1.057 1.617 3.333
C -0.371 1.166 2.227
N -0.420 -0.110 1.848
H 4.561 -2.852 -4.920
H 2.793 -4.511 -4.415
H 1.381 -4.241 -2.404
H 3.527 -0.700 -1.367
H 4.898 -0.919 -3.406
H 3.361 -4.501 -0.563
H 3.191 -6.407 0.974
H 1.389 -6.510 2.676
H -0.243 -4.641 2.846
H -2.427 -1.366 4.204
H -2.411 1.049 4.908
H -0.975 2.652 3.634
H 0.246 1.820 1.630
O 2.183 -0.971 1.924
C 3.076 -0.174 2.048
C 3.370 0.894 1.070
C 4.550 1.604 1.220
C 4.877 2.570 0.300
C 4.057 2.861 -0.774
C 2.869 2.168 -0.925
C 2.523 1.185 -0.005
O 1.352 0.555 -0.172
N 6.153 3.306 0.467
O 6.829 3.026 1.436
O 6.434 4.135 -0.372
H 3.742 -0.221 2.929
H 5.218 1.401 2.049
H 4.357 3.625 -1.477
H 2.205 2.369 -1.755
S 0.613 -1.206 -4.393
Sb -1.567 -1.069 -3.352
S 0.471 0.154 -2.822
S -1.108 -2.609 -1.579
C -5.259 -0.243 -1.292
C -4.779 -0.060 0.148
C -4.277 -1.361 0.729
C -5.863 0.538 1.022
O -3.700 0.964 0.202
P -2.458 1.172 -0.717
O -2.752 1.221 -2.157
O -1.445 -0.029 -0.423
O -1.740 2.414 -0.102
C -1.855 3.839 -0.518
C -3.186 4.119 -1.197
C -0.687 4.096 -1.447
C -1.737 4.619 0.773
H -6.329 -0.452 -1.294
H -4.754 -1.083 -1.773
H -5.088 0.655 -1.883
H -5.052 -2.120 0.610
H -4.062 -1.248 1.791
H -3.388 -1.714 0.212
H -6.643 -0.206 1.192
H -6.311 1.412 0.545
H -5.447 0.839 1.986
H -3.287 3.576 -2.136
H -3.249 5.189 -1.400
H -4.019 3.844 -0.543
H -0.796 3.510 -2.364
H 0.253 3.821 -0.961
H -0.644 5.155 -1.711
H -2.595 4.428 1.420
H -1.696 5.686 0.551
H -0.824 4.345 1.308
*
```


Density functional theory data (ωB97M-V/def2-TZVPD) for 2 unconnected molecules or ions with the total composition C32H35NO5 at a distorted geometry.

For the electronic energy, the calculation gives -45477.363 eV. The value obtained for the molar mass is 513.6 g/mol. The value obtained for the orbital gap is 6.51 eV. The highest occupied orbital energy comes out at -7.62 eV. Its relative energy (zero: lowest compared OMol25 entry of this formula, charge and spin) is 0.000 eV.

Structure (ORCA input):
```
! wB97M-V def2-TZVPD RIJCOSX def2/J DEFGRID3
* xyz 0 1
C -5.296 -1.660 1.308
O -5.078 -0.282 1.669
C -3.811 0.195 1.739
C -3.655 1.535 2.167
C -2.397 2.047 2.403
C -1.233 1.239 2.290
C 0.091 1.662 2.801
C 1.177 0.806 2.692
C 2.546 1.394 2.644
O 2.774 2.565 2.895
O 3.598 0.549 2.411
C 3.275 -0.778 1.938
C 2.776 -0.740 0.505
C 4.519 -1.640 2.129
O 2.289 -1.358 2.828
C 1.147 -0.634 3.061
O 0.216 -1.206 3.604
C -1.404 -0.010 1.653
C -2.659 -0.541 1.386
H -6.366 -1.794 1.467
H -5.040 -1.829 0.254
H -4.722 -2.344 1.947
H -4.551 2.134 2.320
H -2.306 3.096 2.671
H 0.354 2.711 2.633
H 1.898 -0.093 0.394
H 3.582 -0.356 -0.130
H 2.530 -1.756 0.180
H 4.808 -1.612 3.185
H 4.291 -2.670 1.844
H 5.336 -1.256 1.515
H -0.533 -0.596 1.368
H -2.738 -1.527 0.927
C -2.882 8.251 5.611
C -1.582 8.394 6.071
C -0.650 7.331 5.976
C 0.663 7.441 6.495
C 1.553 6.376 6.431
C 1.152 5.172 5.817
C -0.108 5.041 5.249
C -0.421 3.744 4.521
C -0.702 2.653 5.547
C -1.120 1.217 5.371
C -0.602 0.428 6.601
C 0.886 0.130 6.323
C 1.466 1.400 5.775
N 0.613 2.546 6.132
C 0.369 2.469 7.633
C -0.586 1.310 7.863
C -1.063 6.100 5.351
C -2.403 5.975 4.915
C -3.298 7.035 5.032
H -3.591 9.077 5.697
H -1.249 9.330 6.523
H 0.960 8.380 6.959
H 2.554 6.447 6.847
H 1.832 4.321 5.775
H -1.222 3.867 3.800
H 0.533 3.512 4.025
H -1.414 3.092 6.266
H -2.199 1.126 5.207
H -0.603 0.753 4.530
H -1.170 -0.501 6.724
H 1.422 -0.131 7.241
H 1.006 -0.684 5.603
H 2.467 1.611 6.187
H 1.528 1.421 4.691
H 1.340 2.318 8.117
H -0.053 3.430 7.958
H -1.592 1.680 8.079
H -0.237 0.718 8.713
H -2.744 5.030 4.491
H -4.321 6.918 4.675
*
```


Density functional theory data (ωB97M-V/def2-TZVPD) for 6 unconnected molecules or ions with the total composition C32H36F4O4S2 at a distorted geometry.

For the electronic energy, the calculation gives -74486.398 eV. The value obtained for the molar mass is 624.8 g/mol. The value obtained for the orbital gap is 9.35 eV. The highest occupied orbital energy comes out at -9.06 eV. Its relative energy (zero: lowest compared OMol25 entry of this formula, charge and spin) is 1.055 eV.

Structure (ORCA input):
```
! wB97M-V def2-TZVPD RIJCOSX def2/J DEFGRID3
* xyz 0 1
F -0.600 1.584 -1.720
C -0.256 2.458 -2.756
C 1.001 2.990 -2.880
C 1.239 3.878 -3.933
C 0.292 4.177 -4.919
C -0.971 3.561 -4.799
C -1.276 2.777 -3.663
H 1.672 2.737 -2.179
H 2.103 4.404 -3.985
H 0.387 5.069 -5.768
H -1.672 3.848 -5.568
H -2.400 2.245 -3.588
F -2.921 -5.370 -2.142
C -4.038 -4.757 -1.710
C -4.248 -4.243 -0.338
C -5.547 -3.878 -0.083
C -6.597 -3.837 -0.915
C -6.464 -4.466 -2.192
C -5.174 -4.762 -2.634
H -3.491 -4.616 0.453
H -5.971 -3.455 0.807
H -7.624 -3.629 -0.836
H -7.130 -4.645 -2.863
H -4.898 -5.126 -3.588
F -5.041 -2.132 4.074
C -3.757 -2.006 4.502
C -3.011 -0.996 3.954
C -1.643 -0.865 4.237
C -1.080 -1.845 5.010
C -1.753 -2.946 5.531
C -3.109 -3.006 5.278
H -3.383 -0.510 3.063
H -1.210 -0.136 3.684
H -0.024 -1.913 5.338
H -1.310 -3.443 6.369
H -3.721 -3.924 5.754
F 0.793 1.151 3.216
C 0.996 2.258 2.534
C -0.018 2.718 1.638
C 0.192 3.979 1.013
C 1.382 4.724 1.134
C 2.439 4.040 1.733
C 2.266 2.899 2.518
H -0.909 1.992 1.621
H -0.562 4.418 0.348
H 1.518 5.778 0.628
H 3.260 4.475 1.609
H 3.021 2.589 3.176
C 3.988 1.263 -0.810
C 4.519 2.691 -0.885
C 5.414 2.934 -1.964
S 6.247 1.348 -2.125
O 7.558 1.521 -1.418
O 6.251 0.869 -3.466
C 5.150 0.234 -1.314
H 3.044 0.968 -1.338
H 3.759 1.024 0.383
H 5.045 2.875 0.053
H 3.716 3.320 -0.821
H 6.068 3.660 -1.983
H 4.792 3.085 -2.994
H 5.642 -0.304 -0.358
H 4.873 -0.791 -1.800
C 0.849 -0.691 0.436
C -0.596 -1.145 0.867
C -1.012 -2.204 0.164
S 0.327 -3.260 -0.148
O 0.540 -3.548 -1.541
O 0.276 -4.264 0.858
C 1.595 -2.070 0.115
H 1.401 -0.457 1.409
H 0.857 0.163 -0.344
H -1.507 -0.462 0.900
H -0.453 -1.549 1.920
H -1.488 -2.002 -0.748
H -1.794 -3.108 0.594
H 2.236 -2.033 -0.690
H 1.954 -2.314 0.882
*
```


Density functional theory data (ωB97M-V/def2-TZVPD) for a molecular structure, C32H36FN13O3PReS2 at a distorted geometry.

For the electronic energy, the calculation gives -95065.320 eV. The value obtained for the molar mass is 951.0 g/mol. The value obtained for the orbital gap (spin up / spin down) is 5.25 / 5.29 eV. The highest occupied orbital energy (spin up / spin down) comes out at -14.55 / -14.54 eV. Its relative energy (zero: lowest compared OMol25 entry of this formula, charge and spin) is 2.258 eV.

Structure (ORCA input):
```
! wB97M-V def2-TZVPD RIJCOSX def2/J DEFGRID3
* xyz 3 2
Re 0.278 0.032 0.093
N 3.041 0.968 3.360
C 2.946 0.807 2.033
N 1.742 0.345 1.750
C 1.119 0.251 2.966
N 1.906 0.624 3.952
C -0.285 -0.091 3.021
C -1.024 -0.066 4.208
N -2.332 -0.203 4.207
C -2.929 -0.384 3.042
C -2.210 -0.466 1.853
N -0.882 -0.321 1.827
H 3.815 1.320 3.912
H 3.722 1.042 1.334
H -0.535 0.093 5.158
H -4.008 -0.462 3.056
H -2.720 -0.635 0.914
C -0.005 7.150 -3.081
C 1.017 6.798 -2.006
N 0.645 5.581 -1.294
C 1.164 4.428 -1.717
C 0.930 3.195 -1.153
C 1.774 2.059 -1.706
O 2.711 2.327 -2.432
O 1.502 0.847 -1.365
C 0.022 3.089 -0.065
O -0.291 2.036 0.558
C -0.553 4.348 0.379
C -1.436 4.339 1.466
C -1.959 5.500 1.960
F -2.744 5.406 3.051
C -1.651 6.759 1.397
C -0.791 6.756 0.300
C -0.227 5.584 -0.223
N -2.178 7.958 1.876
C -1.275 9.037 2.235
C -1.971 10.391 2.108
N -3.186 10.401 2.963
C -4.091 9.289 2.575
C -3.353 7.962 2.732
H 0.313 8.049 -3.602
H -0.989 7.326 -2.655
H -0.080 6.344 -3.807
H 1.135 7.610 -1.288
H 1.989 6.631 -2.474
H 1.847 4.456 -2.558
H -1.677 3.401 1.940
H -0.573 7.703 -0.164
H -0.401 9.030 1.585
H -0.920 8.909 3.271
H -2.280 10.568 1.076
H -1.294 11.188 2.421
H -3.670 11.305 2.895
H -2.910 10.271 3.946
H -4.392 9.437 1.536
H -4.981 9.294 3.207
H -4.034 7.166 2.433
H -3.090 7.809 3.790
S -1.451 0.160 -1.614
C -2.461 -1.207 -1.844
C -3.471 -1.003 -2.819
N -4.288 -0.801 -3.594
C -2.414 -2.445 -1.216
S -1.348 -2.933 0.019
C -3.338 -3.436 -1.626
N -4.049 -4.279 -1.934
C 3.994 -3.767 -0.363
N 3.948 -2.647 -1.397
C 3.391 -3.231 -2.691
N 2.136 -3.830 -2.459
C 2.231 -4.887 -1.467
N 2.717 -4.347 -0.207
C 1.745 -3.530 0.476
P 1.295 -2.046 -0.574
C 3.091 -1.549 -0.911
C 1.058 -2.906 -2.215
H 4.351 -3.352 0.584
H 4.702 -4.520 -0.721
H 4.896 -2.296 -1.569
H 4.101 -3.981 -3.049
H 3.307 -2.425 -3.427
H 2.928 -5.650 -1.819
H 1.256 -5.349 -1.317
H 2.153 -3.195 1.435
H 0.858 -4.133 0.681
H 3.515 -1.157 0.018
H 3.073 -0.730 -1.639
H 1.025 -2.147 -3.004
H 0.116 -3.458 -2.225
*
```